# C37H30N4O3V

A structure of composition C37H30N4O3V (wB97M-V/def2-TZVPD, OMol25).

Properties
orbital gap (spin up / spin down) = 0.219 / 0.275 Ha
energy above the lowest of the compared OMol25 structures with the same formula, charge and spin = 0.677 eV
M = 629.62 g/mol
⟨S²⟩ = 3.7752
calculated total energy = -76647.255 eV

ORCA input file:
```
! wB97M-V def2-TZVPD RIJCOSX def2/J DEFGRID3
* xyz 0 4
V -0.15 0.17 0.04
N -1.57 -1.24 0.74
C -2.63 -0.89 1.65
C -3.87 -1.49 1.47
C -4.93 -1.23 2.31
C -4.75 -0.34 3.36
C -3.51 0.28 3.53
C -2.41 0.01 2.70
C -1.12 0.75 2.93
C -0.83 1.19 4.23
C 0.25 2.03 4.48
C 1.04 2.46 3.42
C 0.78 1.97 2.14
C -0.26 1.07 1.85
H -1.91 -1.87 0.04
H -0.81 -1.71 1.23
H -4.00 -2.19 0.64
H -5.89 -1.71 2.16
H -5.56 -0.10 4.03
H -3.41 1.01 4.31
H -1.44 0.86 5.07
H 0.46 2.35 5.50
H 1.85 3.16 3.59
H 1.43 2.31 1.33
O 1.74 0.86 -0.75
C 2.93 0.08 -0.34
C 2.43 -1.10 0.55
O 3.28 -1.85 0.98
O 1.15 -1.18 0.70
C 3.56 -0.55 -1.59
C 2.75 -1.00 -2.63
C 3.31 -1.63 -3.75
C 4.68 -1.82 -3.82
C 5.49 -1.39 -2.78
C 4.93 -0.76 -1.67
C 3.87 1.03 0.39
C 4.43 2.09 -0.33
C 5.20 3.05 0.30
C 5.43 2.97 1.67
C 4.89 1.91 2.39
C 4.12 0.94 1.76
H 2.01 1.48 -1.43
H 1.68 -0.88 -2.57
H 2.66 -1.98 -4.55
H 5.11 -2.32 -4.68
H 6.56 -1.54 -2.83
H 5.57 -0.45 -0.85
H 4.27 2.15 -1.40
H 5.62 3.87 -0.27
H 6.03 3.72 2.17
H 5.07 1.83 3.46
H 3.71 0.12 2.33
C -1.60 2.36 -3.20
C -1.01 1.45 -2.36
N -1.20 1.44 -1.02
C -2.02 2.40 -0.52
C -2.64 3.36 -1.29
C -2.44 3.33 -2.66
C -3.55 4.35 -0.66
C -3.39 5.03 0.46
C -2.17 5.23 1.30
C -2.29 5.70 2.60
C -1.13 5.98 3.29
N 0.08 5.81 2.77
C 0.09 5.31 1.53
N -0.96 5.02 0.77
H -1.40 2.32 -4.27
H -0.36 0.67 -2.77
H -2.16 2.37 0.55
H -2.91 4.07 -3.30
H -4.49 4.49 -1.19
H -4.25 5.60 0.81
H -3.27 5.84 3.04
H -1.17 6.37 4.31
H 1.07 5.14 1.10
*
```